Computed, not measured: a 11-piece molecular cluster, C44H88O22S11 overall, with ωB97M-V/def2-TZVPD.

```
165
Properties=species:S:1:pos:R:3
O 23.86085 -5.97474 18.60337
S 24.24097 -7.18251 17.87018
O 25.62183 -7.51875 17.61838
C 23.31034 -8.65197 18.64242
C 22.03960 -8.71956 17.85666
C 22.22377 -8.20261 16.42800
C 23.38170 -7.22332 16.29431
H 23.25024 -8.65654 19.73075
H 23.86911 -9.51365 18.27721
H 21.49158 -9.64885 18.01220
H 21.34106 -8.02212 18.31896
H 21.34555 -7.67585 16.05471
H 22.41465 -9.06147 15.78455
H 23.23721 -6.16593 16.07262
H 24.14007 -7.62247 15.62077
O 32.69114 -16.45732 8.92934
S 31.45565 -15.69816 9.17048
O 31.19525 -14.40726 8.52596
C 30.05838 -16.82327 8.65667
C 28.94404 -16.71475 9.62222
C 29.49783 -16.56385 11.06953
C 30.85936 -15.77807 10.98052
H 30.41980 -17.84014 8.80982
H 29.84108 -16.58861 7.61463
H 28.44677 -15.75819 9.46152
H 28.18755 -17.46922 9.40639
H 29.62805 -17.53355 11.54997
H 28.80941 -16.03268 11.72682
H 31.60624 -16.44135 11.41677
H 30.85174 -14.80680 11.47517
O 33.98737 -5.12023 15.55277
S 33.51320 -5.27335 16.94440
O 33.48413 -6.55403 17.60249
C 34.59116 -4.17162 17.88828
C 33.54551 -3.29190 18.61363
C 32.28258 -3.10074 17.74388
C 31.87071 -4.37454 17.13640
H 35.02777 -3.50126 17.14794
H 35.35567 -4.68197 18.47408
H 33.24483 -3.76346 19.54922
H 34.14292 -2.45633 18.97834
H 32.54965 -2.40049 16.95243
H 31.36881 -2.66975 18.15301
H 31.30931 -4.37023 16.20210
H 31.18922 -4.90863 17.79853
O 20.03699 -6.18784 3.14141
S 21.19743 -6.50553 2.34606
O 22.04498 -5.41912 1.85828
C 22.20422 -7.85030 3.07470
C 22.30311 -8.97110 2.02544
C 21.00970 -9.03416 1.28899
C 20.60287 -7.56883 0.88458
H 21.80215 -8.09227 4.05852
H 23.18205 -7.43170 3.31283
H 23.05473 -8.69206 1.28700
H 22.54972 -10.01445 2.22217
H 20.21699 -9.56565 1.81552
H 21.16531 -9.66304 0.41241
H 19.55805 -7.35075 0.66346
H 21.20447 -7.24606 0.03487
O 27.88912 0.99434 2.53977
S 28.67705 0.13125 3.42901
O 30.12583 0.14870 3.59307
C 27.97673 0.09418 5.08261
C 27.10020 -1.16696 5.21217
C 27.75174 -2.23425 4.32471
C 28.12556 -1.54084 3.05760
H 27.49767 1.03597 5.35024
H 28.84402 -0.11666 5.70827
H 26.81916 -1.44268 6.22859
H 26.08382 -1.00991 4.85105
H 27.21182 -3.17192 4.19293
H 28.68802 -2.44066 4.84324
H 27.21332 -1.35928 2.48932
H 28.77119 -2.00917 2.31469
O 26.81144 -7.70962 7.83886
S 26.95199 -8.01114 9.25182
O 25.90157 -8.57556 10.10105
C 28.44105 -9.23908 9.27359
C 29.61251 -8.27477 9.29210
C 29.37331 -7.16617 10.22425
C 27.92780 -6.72829 10.19520
H 28.36419 -9.97427 8.47253
H 28.46561 -9.80310 10.20599
H 30.45288 -8.90799 9.57653
H 29.89191 -7.89322 8.31003
H 30.00208 -6.29897 10.02244
H 29.68494 -7.46671 11.22458
H 27.65203 -5.84737 9.61552
H 27.63124 -6.81917 11.24014
O 18.29946 -8.12718 9.28040
S 18.22640 -8.25253 10.70336
O 19.34738 -7.99113 11.61871
C 16.73108 -7.31728 11.33284
C 16.23812 -8.13296 12.59527
C 16.58113 -9.64135 12.39411
C 17.43069 -9.85925 11.11065
H 15.95265 -7.43840 10.57953
H 16.95566 -6.26289 11.49381
H 16.79672 -7.68868 13.41909
H 15.17262 -8.06165 12.81372
H 15.68678 -10.25941 12.47317
H 17.10130 -10.06097 13.25517
H 16.90537 -10.01973 10.16916
H 18.21312 -10.60335 11.25967
O 36.73004 -12.69219 13.88046
S 37.57308 -11.86467 13.02155
O 39.01551 -11.75706 13.20123
C 37.24022 -12.12021 11.21318
C 35.89608 -11.38975 10.99490
C 35.88464 -10.12673 11.87981
C 36.79851 -10.20446 13.05539
H 37.41347 -13.16498 10.95524
H 38.05798 -11.49372 10.85698
H 35.79609 -11.14250 9.93803
H 35.07444 -12.08117 11.18184
H 34.88214 -10.02733 12.29601
H 35.98989 -9.21785 11.28741
H 36.38141 -10.15823 14.06136
H 37.63988 -9.52419 12.92333
O 29.63809 -0.61385 10.55690
S 29.85947 -0.16331 11.90720
O 29.26767 -1.03668 12.93553
C 31.62916 0.05696 12.19358
C 31.77747 1.56625 12.64424
C 30.62938 2.46943 12.04447
C 29.40142 1.60512 12.05260
H 32.03478 -0.08406 11.19174
H 31.90547 -0.69776 12.92989
H 31.79785 1.49625 13.73179
H 32.68784 2.01718 12.24930
H 30.91963 2.71061 11.02188
H 30.63827 3.40419 12.60504
H 28.67516 1.91630 11.30171
H 28.90150 1.68656 13.01777
O 27.96134 -15.22974 2.36419
S 28.95551 -14.58661 1.59766
O 30.31691 -15.08622 1.54405
C 28.43218 -14.19890 -0.20612
C 28.85148 -12.73782 -0.44246
C 28.57421 -11.87024 0.85552
C 29.07400 -12.81317 2.06951
H 27.34224 -14.20199 -0.19559
H 28.70844 -14.97243 -0.92266
H 29.93185 -12.64906 -0.55648
H 28.56733 -12.24711 -1.37335
H 27.50974 -11.63575 0.85830
H 29.16929 -10.95706 0.84641
H 28.55957 -12.76091 3.02905
H 30.14658 -12.99852 2.12709
O 19.19106 -14.39644 7.76299
S 20.16870 -14.23179 6.70704
O 19.73491 -13.88705 5.33163
C 21.77084 -13.29764 7.18179
C 22.97170 -14.09117 6.66023
C 22.62238 -15.62115 6.80029
C 21.11620 -15.88877 6.73202
H 21.80005 -13.18064 8.26510
H 21.72363 -12.23905 6.92633
H 23.18616 -13.87824 5.61296
H 23.87445 -13.90607 7.24237
H 23.01549 -16.02269 7.73427
H 23.06495 -16.17338 5.97127
H 20.73475 -16.16593 7.71476
H 20.74321 -16.52312 5.92792
```

Summary:
Net charge: 0
SMILES string: O=S1(=O)CCCC1.O=S1(=O)CCCC1.O=S1(=O)CCCC1.O=S1(=O)CCCC1.O=S1(=O)CCCC1.O=S1(=O)CCCC1.O=S1(=O)CCCC1.O=S1(=O)CCCC1.O=S1(=O)CCCC1.O=S1(=O)CCCC1.O=S1(=O)CCCC1
Relative energy (zero: lowest compared OMol25 entry of this formula, charge and spin): 169.7 kcal per mole
Calculated total energy: -211276.5939 eV
Spin multiplicity: 1
HOMO: -9.9 eV
Orbital gap: 9.890 eV

Here are the Mulliken charges for atoms 1 to 5, given in e: number 1, O, carries -0.639; number 2, S, carries 1.063; number 3, O, carries -0.643; number 4, C, carries -0.723; number 5, C, carries -0.635